Entry A
Entry from the Open Molecules 2025 dataset: 9 unconnected molecules or ions with the total composition C46H119N9O14 (ωB97M-V/def2-TZVPD).

LUMO energy   0.34 eV

Geometry as ORCA input:
```
! wB97M-V def2-TZVPD RIJCOSX def2/J DEFGRID3
* xyz 0 1
C -0.7893 2.3194 5.0491
O -2.0332 1.9181 5.5753
C -2.5496 0.7628 4.9647
C -3.9707 0.5733 5.4258
C -4.0645 0.2262 6.9034
N -4.5837 -0.5003 4.6231
H -0.6736 2.0641 3.9924
H 0.0482 1.9754 5.6643
H -0.7372 3.4134 5.0915
H -2.5760 0.9091 3.8702
H -1.9496 -0.1351 5.1564
H -4.5174 1.5176 5.2987
H -3.2577 -0.4591 7.1914
H -5.0101 -0.2355 7.1732
H -3.8342 1.1215 7.4830
H -5.5100 -0.7211 4.9659
H -4.6986 -0.2043 3.6596
C -2.5984 -0.3954 0.5343
O -1.4969 0.4097 0.1628
C -0.5990 0.6737 1.2129
C 0.7756 1.0153 0.6546
C 1.8342 0.9930 1.7413
N 0.7693 2.3402 0.0372
H -3.2180 0.1330 1.2710
H -2.2881 -1.3409 0.9976
H -3.1687 -0.5941 -0.3704
H -0.9371 1.5278 1.8280
H -0.5511 -0.1654 1.9269
H 1.0009 0.2529 -0.1006
H 1.9734 -0.0258 2.1109
H 1.4887 1.6166 2.5743
H 2.7896 1.3411 1.3621
H 0.0107 2.3947 -0.6387
H 0.5559 3.0238 0.7634
C 4.3340 -0.6966 -4.8395
O 3.4832 -0.2109 -3.8344
C 2.5255 0.7191 -4.2887
C 1.7710 1.3848 -3.1747
C 0.8861 2.4911 -3.7051
N 2.7241 1.9601 -2.1985
H 3.7548 -1.2675 -5.5827
H 5.0212 -1.4016 -4.3779
H 4.8440 0.1203 -5.3580
H 3.0294 1.5464 -4.8182
H 1.8653 0.2292 -5.0172
H 1.1402 0.6607 -2.6337
H 1.2406 2.9554 -4.6316
H 0.8026 3.2881 -2.9640
H -0.1344 2.1655 -3.9315
H 3.2873 1.2083 -1.8202
H 2.1487 2.2561 -1.4051
C 4.2032 -4.3818 2.3200
O 4.0242 -4.0185 0.9781
C 4.2911 -2.6473 0.7504
C 3.9187 -2.3207 -0.6708
C 4.7998 -3.1344 -1.6350
N 4.0300 -0.8732 -0.8854
H 3.7527 -3.6470 2.9986
H 5.2706 -4.4698 2.5760
H 3.7627 -5.3602 2.5017
H 3.7107 -2.0538 1.4738
H 5.3526 -2.4209 0.9445
H 2.8813 -2.6111 -0.8558
H 4.7703 -4.1902 -1.3673
H 5.8377 -2.7925 -1.5819
H 4.4522 -3.0091 -2.6618
H 4.9802 -0.5598 -0.7046
H 3.8533 -0.6860 -1.8734
C -3.1195 -5.4660 1.5804
O -3.1350 -5.4562 0.1734
C -1.8271 -5.5101 -0.3561
C -1.8424 -5.4378 -1.8594
N -2.2975 -6.6641 -2.4646
C -2.2771 -6.6076 -3.9147
C -2.7589 -7.9253 -4.5020
O -2.7647 -7.8040 -5.9011
C -3.3050 -8.9221 -6.5391
H -4.1224 -5.7413 1.9050
H -2.8605 -4.4869 2.0011
H -2.4028 -6.2054 1.9573
H -1.3544 -6.4637 -0.0760
H -1.2243 -4.6819 0.0434
H -0.8043 -5.2215 -2.1384
H -2.4133 -4.5411 -2.1691
H -3.2021 -6.9271 -2.0936
H -1.2603 -6.3812 -4.2242
H -2.9584 -5.8303 -4.3017
H -3.7735 -8.0993 -4.1127
H -2.0843 -8.7318 -4.1904
H -2.9677 -8.9492 -7.5764
H -4.4021 -8.9010 -6.5383
H -2.9649 -9.8643 -6.0880
C 9.8725 4.7863 7.7870
O 9.6884 3.4049 7.6064
C 8.3773 3.0620 7.2435
C 7.9023 3.6739 5.9298
N 6.9384 2.8069 5.2939
C 6.3741 3.4194 4.0791
C 5.4307 2.4526 3.4192
O 6.1947 1.3816 2.9205
C 5.3721 0.3796 2.3625
H 9.1743 5.1942 8.5396
H 9.6684 5.3696 6.8803
H 10.8875 4.9542 8.1322
H 7.6800 3.2437 8.0731
H 8.3828 1.9720 7.1338
H 8.7676 3.9370 5.3039
H 7.3800 4.6102 6.1598
H 7.3979 1.9549 4.9856
H 7.1643 3.6527 3.3461
H 5.8783 4.3557 4.3366
H 4.8965 2.9479 2.5916
H 4.6739 2.1240 4.1444
H 5.9235 -0.5334 2.1481
H 5.0023 0.7319 1.3889
H 4.5183 0.1612 3.0110
C -0.8842 6.2637 -3.6798
O -0.0503 5.8470 -2.6399
C 1.2394 6.4066 -2.6983
C 1.9860 6.0489 -1.4213
N 1.1240 6.1363 -0.2613
C 1.7098 5.5995 0.9269
C 0.6957 5.3985 2.0268
O -0.3321 4.5228 1.5954
C -1.6402 5.0146 1.8240
H -1.8898 5.9036 -3.4603
H -0.5805 5.8133 -4.6349
H -0.9273 7.3542 -3.7822
H 1.1469 7.4942 -2.8050
H 1.7994 5.9778 -3.5398
H 2.8161 6.7497 -1.2882
H 2.4201 5.0380 -1.4977
H 0.2133 5.7501 -0.4616
H 2.5044 6.2420 1.3323
H 2.2225 4.6344 0.7515
H 0.3131 6.3271 2.4590
H 1.2435 4.9342 2.8644
H -1.8398 5.2634 2.8679
H -2.3462 4.2554 1.4842
H -1.8311 5.8847 1.1831
C 0.6362 -5.7135 -8.3268
O 0.6110 -4.7302 -7.3302
C -0.1996 -5.0988 -6.2169
C -0.1507 -3.9739 -5.2206
N 1.0947 -3.9605 -4.4532
C 1.4075 -2.6556 -3.8964
C 0.3454 -2.0694 -3.0084
O -0.5546 -1.3074 -3.7570
C -1.6721 -0.9201 -2.9869
H -0.3050 -6.2682 -8.3943
H 1.4841 -6.3956 -8.1998
H 0.7658 -5.2309 -9.3010
H 0.1454 -6.0567 -5.8008
H -1.2330 -5.2840 -6.5398
H -0.9535 -4.0764 -4.4811
H -0.3839 -3.0278 -5.7289
H 1.8334 -4.3010 -5.0554
H 1.5625 -1.9694 -4.7473
H 2.3726 -2.6830 -3.3891
H 0.8352 -1.5182 -2.1939
H -0.1713 -2.9164 -2.5198
H -2.3437 -1.7797 -2.8404
H -2.2336 -0.1544 -3.5202
H -1.3703 -0.5243 -2.0119
C -8.5491 4.6224 3.2780
O -8.4098 3.3052 2.8031
C -9.2460 3.0369 1.6987
C -9.1220 1.5707 1.3871
N -7.7778 1.2365 0.9608
C -7.5764 -0.2193 0.8631
C -6.1555 -0.5829 0.4977
O -5.8921 -0.6538 -0.8893
C -5.7103 0.6095 -1.5050
H -8.0402 4.7092 4.2403
H -9.5998 4.8819 3.4399
H -8.0557 5.3482 2.6193
H -8.9063 3.6115 0.8277
H -10.2959 3.2332 1.9447
H -9.8215 1.3063 0.5897
H -9.4122 1.0266 2.3044
H -7.1287 1.5922 1.6563
H -8.3125 -0.6039 0.1529
H -7.8318 -0.7013 1.8265
H -6.0178 -1.6053 0.8505
H -5.4454 0.0869 0.9982
H -4.7779 1.0855 -1.1824
H -6.5849 1.2371 -1.3252
H -5.6383 0.4204 -2.5765
*
```



Entry B
Entry from the Open Molecules 2025 dataset: a molecular structure, C46H119N9O14 (ωB97M-V/def2-TZVPD).

LUMO energy   0.52 eV

Geometry as ORCA input:
```
! wB97M-V def2-TZVPD RIJCOSX def2/J DEFGRID3
* xyz 0 1
C -6.7474 0.7083 -3.9800
O -5.4717 0.6152 -3.3042
C -5.2963 1.5425 -2.1816
C -3.8061 1.7292 -1.8799
N -3.4995 2.0759 -0.5302
C -3.6959 0.9672 0.4042
C -2.9396 1.3860 1.6246
O -3.3335 0.5599 2.7947
C -2.5699 0.9024 3.9853
H -7.1581 -0.3011 -3.9585
H -6.7321 1.0791 -5.0049
H -7.5426 1.1843 -3.4062
H -5.9627 1.3886 -1.3329
H -5.7319 2.4794 -2.5288
H -3.4440 2.5409 -2.5110
H -3.2240 0.8823 -2.2431
H -2.6243 2.5346 -0.3208
H -3.3286 0.0542 -0.0644
H -4.7158 0.7505 0.7221
H -3.1139 2.4437 1.8222
H -1.8502 1.3510 1.6163
H -3.1862 0.5482 4.8116
H -2.4639 1.9810 4.1019
H -1.6450 0.3260 3.9633
C 3.4587 3.8119 -5.2157
O 2.6114 4.0130 -4.1053
C 1.4133 3.2326 -4.1633
C 0.9991 2.7589 -2.8154
N -0.2771 1.9492 -2.7356
C -1.6057 2.6891 -2.9319
C -1.8521 3.6699 -1.8653
O -3.2275 4.1632 -1.9606
C -3.2752 5.5654 -2.2578
H 3.6038 2.7432 -5.3735
H 4.4032 4.3296 -5.0479
H 3.0338 4.2959 -6.0950
H 1.3957 2.3718 -4.8317
H 0.7029 3.9872 -4.5009
H 1.2231 3.4896 -2.0383
H 1.7535 1.9904 -2.6469
H -0.1863 1.4439 -1.8658
H -2.2920 1.8424 -2.9193
H -1.5473 3.1994 -3.8933
H -1.1121 4.4642 -1.7672
H -1.9143 3.1944 -0.8865
H -2.6020 5.6625 -3.1095
H -2.9839 6.2415 -1.4540
H -4.3367 5.7663 -2.4020
C -1.7167 -1.3323 5.1663
O -0.7226 -2.2815 5.2524
C 0.2587 -2.2608 4.2549
C 1.3860 -3.1935 4.7529
N 0.8965 -4.5505 4.7264
C 1.6363 -5.5115 5.5134
C 1.4371 -5.4155 7.0060
O 1.4703 -6.6755 7.6339
C 2.5969 -7.5130 7.3016
H -1.2929 -0.3322 5.2578
H -2.4801 -1.5090 5.9239
H -2.1930 -1.3571 4.1862
H 0.6546 -1.2461 4.2132
H -0.0991 -2.4920 3.2515
H 1.5390 -2.9163 5.7959
H 2.3185 -2.9866 4.2279
H -0.0307 -4.5474 5.1269
H 2.7155 -5.4496 5.3739
H 1.3874 -6.5564 5.3278
H 0.4771 -5.0043 7.3179
H 2.2266 -4.8131 7.4553
H 2.4551 -8.1960 8.1392
H 3.5815 -7.0483 7.3526
H 2.5199 -8.1326 6.4081
C 5.2582 -1.9260 -0.5479
O 4.5184 -1.2649 -1.4906
C 3.2133 -0.9069 -1.0417
C 2.6052 -0.6828 -2.4034
N 1.1951 -0.4434 -2.4461
C 0.5932 -0.0502 -3.6977
C 0.1598 -1.3095 -4.4881
O -0.8268 -2.0368 -3.7322
C -1.8197 -2.6430 -4.4459
H 6.2754 -1.9464 -0.9391
H 4.8579 -2.9385 -0.4947
H 5.2838 -1.4179 0.4161
H 3.3468 0.0751 -0.5879
H 2.6653 -1.7158 -0.5585
H 2.9589 -1.5373 -2.9803
H 3.0984 0.1361 -2.9271
H 0.8434 -1.3582 -2.2021
H 1.3022 0.5436 -4.2746
H -0.3479 0.4295 -3.4285
H 1.0152 -1.9186 -4.7803
H -0.2029 -0.9818 -5.4623
H -1.4568 -3.4539 -5.0775
H -2.5743 -2.0017 -4.9015
H -2.3395 -3.1555 -3.6364
C -2.7271 3.7798 0.5804
O -2.0273 2.5756 0.7240
C -0.7778 2.8147 1.4137
C 0.4891 3.3166 0.5519
N 0.3599 4.7002 0.0720
C 1.4838 5.3174 -0.6274
C 1.2219 6.8070 -0.7154
O 0.5177 7.1178 -1.9410
C -0.1773 8.2949 -1.8798
H -2.7374 4.4375 1.4495
H -3.7530 3.6695 0.2287
H -2.2179 4.2326 -0.2703
H -0.4848 1.8097 1.7175
H -0.8041 3.5082 2.2542
H 0.6269 2.7410 -0.3634
H 1.2987 3.1441 1.2612
H -0.5045 4.8734 -0.4208
H 1.4776 4.8681 -1.6204
H 2.3520 4.9149 -0.1055
H 2.2050 7.2775 -0.6956
H 0.5962 7.2919 0.0339
H -0.4145 8.6808 -2.8712
H 0.5835 9.0367 -1.6365
H -0.9994 8.2305 -1.1670
C -3.4899 -3.7022 2.1957
C -2.6441 -2.5129 1.5093
C -3.1086 -2.2283 0.0094
O -3.0906 -3.3003 -0.9613
C -1.8332 -3.9726 -1.0512
N -2.9934 -1.4490 2.4552
H -3.2152 -4.7395 2.0042
H -4.4984 -3.5309 1.8193
H -3.5703 -3.6632 3.2820
H -1.5848 -2.7687 1.5329
H -2.4699 -1.4561 -0.4194
H -4.0930 -1.7616 0.0450
H -1.7801 -4.8446 -0.3994
H -1.0349 -3.3632 -0.6277
H -1.5185 -4.1794 -2.0741
H -2.4808 -0.6133 2.2124
H -3.9542 -1.2738 2.7124
C -1.6583 0.9310 -1.6074
C -0.5484 0.8991 -0.5201
C -0.2534 -0.4979 -0.0170
O 0.2621 -0.5191 1.3109
C 0.6957 -1.7839 1.7840
N 0.6003 1.4265 -1.2441
H -1.9750 1.9677 -1.7216
H -2.5722 0.4617 -1.2432
H -1.3472 0.5136 -2.5650
H -0.9274 1.6233 0.2010
H 0.2764 -1.0388 -0.8011
H -1.2028 -1.0334 -0.0215
H 1.0631 -2.5481 1.0990
H -0.1441 -2.2430 2.3056
H 1.4301 -1.5198 2.5450
H 1.5131 1.2005 -0.8756
H 0.6049 1.0607 -2.1855
C 2.6552 -3.2356 0.2965
C 2.1154 -4.6105 0.6058
C 2.8982 -5.6811 -0.1818
O 2.1573 -6.8822 -0.1581
C 2.9107 -7.9568 -0.5146
N 2.0746 -4.8330 1.9822
H 2.7387 -3.1040 -0.7823
H 3.6300 -2.9038 0.6537
H 1.8858 -2.5290 0.6077
H 1.1015 -4.6717 0.2106
H 3.8606 -5.8590 0.2982
H 3.2036 -5.2474 -1.1341
H 3.3391 -7.8642 -1.5126
H 2.2349 -8.7948 -0.3435
H 3.7992 -8.0169 0.1140
H 3.0042 -5.1129 2.2610
H 1.6245 -5.7361 2.0242
C 3.2543 2.9590 -1.6853
C 3.6173 2.9589 -0.2160
C 3.3740 1.5784 0.5137
O 1.9467 1.5497 0.6852
C 1.4612 0.6193 1.5991
N 5.0014 3.5322 0.0113
H 3.9662 2.4500 -2.3352
H 3.2470 3.9182 -2.2029
H 2.2954 2.4563 -1.8115
H 3.0089 3.6514 0.3657
H 3.7106 1.5458 1.5499
H 3.6373 0.6347 0.0361
H 1.5316 -0.3833 1.1773
H 0.4032 0.8453 1.7315
H 2.0966 0.7500 2.4751
H 5.0966 3.8255 0.9731
H 5.1270 4.3879 -0.5104
*
```



entry A has the most favorable energy; the next structure is 62.512 eV above.



Entry A
Entry from the Open Molecules 2025 dataset: 2 unconnected molecules or ions with the total composition CHFINO2 (ωB97M-V/def2-TZVPD).

LUMO energy (alpha / beta)   0.39 / -3.45 eV

Geometry as ORCA input:
```
! wB97M-V def2-TZVPD RIJCOSX def2/J DEFGRID3
* xyz 0 3
C -1.7973 -2.4296 0.0180
N -2.6615 -1.5738 -0.0483
O -1.2140 -3.4329 0.1281
O 0.1058 -0.0898 -0.2624
F 1.1490 -1.0183 -0.4484
I -2.7180 0.4198 -0.1235
H 0.5257 0.6581 0.2323
*
```



Entry B
Entry from the Open Molecules 2025 dataset: a molecular structure, CHFINO2 (ωB97M-V/def2-TZVPD).

LUMO energy (alpha / beta)   0.54 / -3.53 eV

Geometry as ORCA input:
```
! wB97M-V def2-TZVPD RIJCOSX def2/J DEFGRID3
* xyz 0 3
C 0.4734 1.2342 0.0226
N -0.4262 1.6214 -0.6433
O 1.2823 0.9641 0.7876
O 0.1210 -1.1958 0.1525
F -0.3622 -2.4868 0.4556
I -1.7994 0.7068 -1.6867
H 0.7112 -0.8438 0.9118
*
```



entry A has the most favorable energy; the next structure is 0.242 eV above.